1 | Formula: C4H6N2OS
Source: the OMol25 dataset
Level of theory: ωB97M-V/def2-TZVPD

Positions of all 14 atoms, in Å:
C 0.521 -1.205 0.336
C 0.702 -1.697 1.669
C -1.028 0.262 1.418
C -0.138 0.878 -0.785
N 1.650 -1.126 2.653
N -0.261 -0.054 0.300
O 2.329 -0.216 2.164
S -0.441 -0.728 2.740
H 0.800 -1.663 -0.588
H 0.717 -2.871 1.770
H -0.734 1.850 -0.468
H 0.961 1.031 -0.908
H -0.533 0.631 -1.817
H -1.220 1.282 1.723

Output
- LUMO level (spin up / spin down) (Ha) = -0.006 / -0.005
- orbital gap (spin up / spin down) (eV) = 7.01 / 6.99

=====

2 | Formula: C4H6N2OS
Source: the OMol25 dataset
Level of theory: ωB97M-V/def2-TZVPD

Positions of all 14 atoms, in Å:
O 1.415 2.218 -0.946
C 0.777 1.274 -0.539
C -0.627 1.019 -1.006
C -1.544 0.329 0.050
S -1.284 -1.477 0.119
N 0.294 -1.695 0.836
C 1.213 -0.815 0.942
N 1.382 0.486 0.438
H -0.718 0.468 -1.970
H -1.053 2.030 -1.187
H -2.627 0.388 -0.171
H -1.311 0.759 1.065
H 2.138 -1.120 1.475
H 2.154 0.989 0.862

Output
- LUMO level (Ha) = 0.024
- orbital gap (eV) = 9.24
- SMILES = O=C1CCSN=CN1

=====

3 | Formula: C4H6N2OS
Source: the OMol25 dataset
Level of theory: ωB97M-V/def2-TZVPD

Positions of all 14 atoms, in Å:
O 1.786 -1.281 -0.071
N 0.841 -0.534 -0.657
C 1.207 0.750 -0.994
N 0.443 1.779 -1.063
S -1.131 1.735 -0.828
C -1.535 0.167 -0.034
C -0.750 -0.232 1.188
C -0.452 -0.796 -0.064
H 2.197 -0.519 0.702
H 2.206 1.025 -1.292
H -2.562 -0.157 -0.341
H -0.142 0.727 1.425
H -1.439 -0.714 1.930
H -0.670 -1.951 0.098

Output
- LUMO level (Ha) = 0.012
- orbital gap (eV) = 8.26
- SMILES = ON1C=NS[C@@H]2C[C@@H]21

=====

Most stable = 2

=====

1 | Formula: C4H6N2OS
Source: the OMol25 dataset
Level of theory: ωB97M-V/def2-TZVPD

Positions of all 14 atoms, in Å:
C 2.258 1.160 -0.127
O 1.824 -0.151 -0.069
C 0.570 -0.239 0.499
N 0.427 -0.732 1.704
N -0.941 -0.824 1.821
C -1.604 -0.600 0.665
C -0.723 -0.080 -0.188
S -1.065 0.519 -1.839
H 3.413 0.970 -0.222
H 1.967 1.754 0.882
H 1.951 1.876 -1.019
H -1.237 -1.144 2.667
H -2.649 -0.735 0.609
H -0.407 -0.363 -2.716

Output
- LUMO level (Ha) = 0.027
- orbital gap (eV) = 9.85
- SMILES = COc1n[nH]cc1S

=====

2 | Formula: C4H6N2OS
Source: the OMol25 dataset
Level of theory: ωB97M-V/def2-TZVPD

Positions of all 14 atoms, in Å:
C -0.605 -1.461 -0.447
C -0.433 0.864 -0.808
C -1.231 -0.213 -0.825
C 1.306 -0.363 0.311
N 0.574 -1.500 0.120
N 0.783 0.819 -0.260
O 1.652 1.815 -0.228
S 2.900 -0.427 0.646
H -1.261 -2.271 -0.526
H -0.794 1.808 -1.216
H -2.106 -0.019 -1.290
H 0.480 0.093 2.605
H 1.136 -0.180 2.199
H 2.692 1.295 -0.037

Output
- LUMO level (Ha) = -0.005
- orbital gap (eV) = 8.58

=====

3 | Formula: C4H6N2OS
Source: the OMol25 dataset
Level of theory: ωB97M-V/def2-TZVPD

Positions of all 14 atoms, in Å:
C -3.654 0.029 -0.102
N -2.360 -0.130 -0.308
N -1.601 0.984 0.175
C -0.345 0.631 0.312
S 0.309 -1.071 -0.026
C 2.025 -0.861 0.387
C 2.636 0.229 -0.441
O 2.374 1.470 -0.087
H -4.320 -0.826 -0.489
H -4.188 0.901 0.567
H 0.475 1.321 0.661
H 2.030 -0.377 1.421
H 2.587 -1.811 0.384
H 3.232 0.018 -1.426

Output
- LUMO level (Ha) = -0.002
- orbital gap (eV) = 9.02
- SMILES = C=N/N=C\SCC=O

=====

4 | Formula: C4H6N2OS
Source: the OMol25 dataset
Level of theory: ωB97M-V/def2-TZVPD

Positions of all 14 atoms, in Å:
C 0.992 -1.013 1.384
C 0.806 -0.990 -0.105
O -0.461 -1.539 -0.503
C -1.586 -0.772 -0.449
N -1.844 0.425 0.051
N -1.020 1.349 0.694
C 0.125 1.648 0.265
S 1.189 0.628 -0.788
H 0.358 -0.282 1.862
H 0.536 -1.941 1.901
H 1.997 -0.776 1.704
H 1.576 -1.576 -0.560
H -2.445 -1.309 -0.759
H 0.677 2.497 0.707

Output
- LUMO level (Ha) = 0.021
- orbital gap (eV) = 9.86
- SMILES = C[C@H]1OC=NN=CS1

=====

Most stable = 1

=====

1 | Formula: C4H6N2OS
Source: the OMol25 dataset
Level of theory: ωB97M-V/def2-TZVPD

Positions of all 14 atoms, in Å:
C 0.057 -1.830 1.146
C -0.729 -1.444 0.074
N -1.401 -1.245 -0.896
S -2.460 -1.012 -2.014
H 0.045 -1.113 1.988
H 1.073 -1.906 0.715
H -0.215 -2.894 1.688
C -0.158 2.029 -0.777
N 0.734 1.177 -0.155
C 1.792 1.017 0.326
O 2.738 0.568 0.836
H -0.250 3.013 -0.365
H 0.055 2.128 -1.821
H -1.283 1.512 -0.746

Output
- LUMO level (Ha) = 0.014
- orbital gap (eV) = 8.52
- SMILES = CC#[N+][S-].CN=C=O

=====

2 | Formula: C4H6N2OS
Source: the OMol25 dataset
Level of theory: ωB97M-V/def2-TZVPD

Positions of all 14 atoms, in Å:
C 3.408 -0.596 0.073
C -0.098 -0.141 -0.040
C -1.214 -1.051 0.241
C -0.561 1.287 0.124
H 3.429 -1.807 -0.086
H 3.892 -0.583 1.047
H 4.139 -0.293 -0.599
H 2.009 1.118 -0.099
H -1.119 -2.247 1.010
H -1.656 1.569 0.161
N 2.105 -0.002 -0.259
N 1.101 -0.730 -0.132
O 0.317 2.045 0.109
S -2.805 -0.374 -0.122

Output
- LUMO level (Ha) = -0.032
- orbital gap (eV) = 7.41

=====

Most stable = 1

=====

1 | Formula: C32H56N8
Source: the OMol25 dataset
Level of theory: ωB97M-V/def2-TZVPD

Positions of all 96 atoms, in Å:
C 4.485 0.899 1.697
C 4.520 -0.564 2.162
C 5.097 -1.527 1.122
C 4.483 -1.447 -0.200
N 4.047 -1.368 -1.255
H 5.472 1.208 1.359
H 4.096 1.523 2.503
H 3.736 1.018 0.913
H 3.514 -0.866 2.454
H 5.139 -0.627 3.059
H 4.949 -2.558 1.456
H 6.173 -1.398 0.993
C -0.073 -1.460 -4.619
C 1.300 -1.917 -5.078
C 2.261 -2.171 -3.907
C 1.849 -3.280 -3.054
N 1.495 -4.142 -2.385
H -0.845 -1.456 -5.383
H 0.020 -0.423 -4.268
H -0.416 -1.975 -3.720
H 1.787 -1.170 -5.707
H 1.228 -2.831 -5.673
H 2.361 -1.268 -3.300
H 3.260 -2.340 -4.310
C -5.100 -1.163 0.505
C -4.659 -2.383 1.332
C -3.196 -2.364 1.737
C -2.766 -1.160 2.445
N -2.400 -0.193 2.946
H -4.703 -1.256 -0.506
H -4.708 -0.232 0.919
H -6.185 -1.084 0.522
H -4.862 -3.285 0.749
H -5.330 -2.525 2.185
H -2.532 -2.408 0.868
H -2.981 -3.242 2.346
C -4.042 -2.074 -4.269
C -5.456 -2.388 -3.728
C -5.720 -3.877 -3.498
C -4.805 -4.425 -2.494
N -4.082 -4.821 -1.694
H -3.323 -1.910 -3.471
H -4.108 -1.212 -4.930
H -3.673 -2.907 -4.874
H -6.239 -1.928 -4.327
H -5.524 -1.867 -2.768
H -5.604 -4.454 -4.416
H -6.740 -3.997 -3.129
C 1.806 5.124 1.621
C 2.981 4.282 2.074
C 4.266 4.539 1.271
C 4.152 4.092 -0.119
N 4.072 3.658 -1.179
H 2.128 6.145 1.414
H 1.060 5.143 2.417
H 1.351 4.700 0.729
H 2.777 3.208 2.060
H 3.191 4.431 3.139
H 5.104 3.966 1.683
H 4.577 5.576 1.391
C 0.751 0.617 4.459
C 0.381 -0.438 5.503
C 0.891 -1.822 5.094
C 0.246 -2.326 3.891
N -0.283 -2.724 2.954
H 0.353 1.590 4.757
H 0.282 0.364 3.507
H 1.828 0.765 4.363
H -0.701 -0.480 5.631
H 0.808 -0.158 6.466
H 0.716 -2.589 5.854
H 1.964 -1.793 4.886
C -1.388 3.910 0.330
C -1.667 3.430 -1.096
C -0.432 3.351 -1.991
C 0.320 4.601 -2.138
N 0.892 5.591 -2.252
H -0.984 4.925 0.281
H -0.766 3.251 0.927
H -2.337 4.064 0.849
H -2.427 4.072 -1.545
H -2.119 2.436 -1.072
H -0.713 2.972 -2.974
H 0.274 2.637 -1.562
C 1.025 0.906 0.508
C 0.785 -0.562 0.787
C 0.314 -1.371 -0.418
C -0.895 -0.812 -1.020
N -1.808 -0.339 -1.532
H 1.218 1.423 1.450
H 0.115 1.320 0.071
H 1.837 1.143 -0.184
H -0.041 -0.636 1.501
H 1.640 -1.063 1.239
H 0.178 -2.416 -0.133
H 1.078 -1.408 -1.203

Output
- LUMO level (Ha) = 0.014
- orbital gap (eV) = 11.47
- SMILES = CCCC#N.CCCC#N.CCCC#N.CCCC#N.CCCC#N.CCCC#N.CCCC#N.CCCC#N

=====

2 | Formula: C32H56N8
Source: the OMol25 dataset
Level of theory: ωB97M-V/def2-TZVPD

Positions of all 96 atoms, in Å:
C 1.355 3.568 2.415
C 0.263 3.723 3.541
C 0.624 2.819 4.727
C -0.453 2.628 5.723
N -1.349 2.518 6.482
H 0.974 3.845 1.432
H 1.681 2.529 2.372
H 2.126 4.286 2.695
H -0.673 3.338 3.135
H 0.234 4.758 3.882
H 1.486 3.296 5.194
H 1.057 1.871 4.409
C -1.764 -0.167 3.860
C -3.224 -0.172 4.319
C -4.266 -0.219 3.147
C -4.097 0.793 2.098
N -3.891 1.571 1.231
H -1.666 0.769 3.311
H -1.580 -1.144 3.413
H -1.071 -0.056 4.694
H -3.510 0.718 4.878
H -3.376 -1.036 4.967
H -5.297 -0.115 3.485
H -4.218 -1.175 2.627
C -2.933 2.585 -2.296
C -2.852 1.807 -3.648
C -2.262 2.620 -4.834
C -0.789 2.719 -4.765
N 0.360 2.755 -4.667
H -3.666 2.165 -1.608
H -3.242 3.625 -2.407
H -1.957 2.707 -1.826
H -3.861 1.533 -3.956
H -2.389 0.830 -3.513
H -2.549 3.671 -4.875
H -2.525 2.238 -5.820
C 4.814 2.414 -3.496
C 3.910 3.479 -2.863
C 2.782 2.801 -2.023
C 3.194 2.352 -0.707
N 3.531 2.004 0.350
H 5.746 2.815 -3.896
H 4.292 1.956 -4.336
H 4.943 1.645 -2.734
H 3.366 4.005 -3.648
H 4.499 4.186 -2.279
H 2.389 1.932 -2.551
H 1.964 3.490 -1.811
C -0.166 -5.655 3.281
C 0.016 -4.145 3.135
C 0.444 -3.726 1.679
C 1.499 -4.488 0.997
N 2.338 -5.071 0.462
H 0.662 -6.249 2.893
H -1.039 -5.977 2.714
H -0.259 -5.878 4.344
H 0.775 -3.849 3.859
H -0.913 -3.718 3.512
H 0.773 -2.687 1.682
H -0.434 -3.865 1.048
C 4.485 -1.837 -0.321
C 5.235 -2.743 -1.290
C 5.200 -2.255 -2.793
C 3.934 -1.670 -3.262
N 2.934 -1.168 -3.621
H 3.420 -1.781 -0.546
H 4.927 -0.844 -0.390
H 4.462 -2.125 0.730
H 4.695 -3.689 -1.251
H 6.269 -2.870 -0.971
H 5.456 -3.072 -3.468
H 6.009 -1.530 -2.881
C 0.299 0.305 0.759
C -0.083 0.622 -0.624
C 0.711 -0.125 -1.710
C 0.373 -1.543 -1.747
N 0.162 -2.679 -1.763
H 0.196 1.134 1.458
H 1.370 0.105 0.790
H -0.164 -0.618 1.110
H 0.131 1.667 -0.847
H -1.159 0.507 -0.756
H 1.787 -0.035 -1.559
H 0.483 0.193 -2.727
C -5.332 -1.134 -1.936
C -4.384 -1.018 -0.789
C -3.117 -1.955 -0.868
C -3.556 -3.267 -1.413
N -3.889 -4.277 -1.876
H -6.256 -0.566 -1.831
H -5.671 -2.150 -2.138
H -4.842 -0.748 -2.830
H -4.862 -1.210 0.172
H -3.984 -0.004 -0.784
H -2.637 -2.110 0.098
H -2.424 -1.480 -1.562

Output
- LUMO level (Ha) = 0.014
- orbital gap (eV) = 11.51
- SMILES = CCCC#N.CCCC#N.CCCC#N.CCCC#N.CCCC#N.CCCC#N.CCCC#N.CCCC#N

=====

Most stable = 1

=====

1 | Formula: C2H3Cl2N
Source: the OMol25 dataset
Level of theory: ωB97M-V/def2-TZVPD

Positions of all 8 atoms, in Å:
C -0.120 -0.515 -0.086
C 0.626 0.655 -0.024
N -0.130 -1.737 -0.136
Cl -2.418 0.508 -0.076
Cl 2.386 0.223 -0.110
H 0.485 1.284 0.881
H 0.364 1.418 -0.880
H -1.049 -2.234 -0.166

Output
- LUMO level (spin up / spin down) (Ha) = -0.050 / -0.050
- orbital gap (spin up / spin down) (eV) = 8.64 / 8.64

=====

2 | Formula: C2H3Cl2N
Source: the OMol25 dataset
Level of theory: ωB97M-V/def2-TZVPD

Positions of all 8 atoms, in Å:
Cl 2.359 0.658 0.158
C 0.940 -0.024 -0.523
N 0.105 -0.916 0.214
C -0.548 0.323 0.526
Cl -2.141 0.588 -0.091
H 0.775 0.193 -1.548
H -0.446 -1.446 -0.456
H -0.040 0.774 1.268

Output
- LUMO level (Ha) = 0.033
- orbital gap (eV) = 9.20
- SMILES = Cl[C@H]1N[C@@H]1Cl

=====

3 | Formula: C2H3Cl2N
Source: the OMol25 dataset
Level of theory: ωB97M-V/def2-TZVPD

Positions of all 8 atoms, in Å:
Cl -1.268 -0.445 -1.037
C -0.344 0.871 -0.371
C -0.073 0.638 1.018
N -0.901 1.547 0.765
H 0.296 1.195 -1.249
H 0.312 0.043 1.856
Cl 1.630 -2.129 -0.332
H 0.347 -1.719 -0.649

Output
- LUMO level (Ha) = 0.023
- orbital gap (eV) = 11.17
- SMILES = Cl[C@@H]1C=N1.Cl

=====

Most stable = 1

=====

1 | Formula: C2H6NO3P
Source: the OMol25 dataset
Level of theory: ωB97M-V/def2-TZVPD

Positions of all 13 atoms, in Å:
N -1.457 0.269 -1.052
P -0.490 -1.089 -0.488
O 0.670 -1.399 -1.726
C 0.544 -0.632 1.034
O 0.152 0.596 1.704
C 0.509 1.740 0.955
O 1.402 1.778 0.093
H -1.738 0.162 -2.033
H -2.277 0.373 -0.444
H 0.726 -2.379 -1.790
H 0.405 -1.485 1.795
H 1.674 -0.613 0.803
H -0.120 2.678 1.151

Output
- LUMO level (Ha) = 0.032
- orbital gap (eV) = 8.91
- SMILES = NP(O)COC=O

=====

2 | Formula: C2H6NO3P
Source: the OMol25 dataset
Level of theory: ωB97M-V/def2-TZVPD

Positions of all 13 atoms, in Å:
C 2.295 0.418 0.767
N 2.800 -0.550 -0.172
O 3.787 -1.212 -0.033
O 2.135 -0.551 -1.174
H 2.098 1.395 0.281
H 2.872 0.651 1.736
H 1.269 0.083 1.121
C -2.155 -0.760 -0.960
P -1.126 -2.072 0.112
O -0.362 -1.287 1.105
H -1.707 0.080 -0.542
H -1.659 -0.905 -1.858
H -3.222 -0.747 -1.007

Output
- LUMO level (Ha) = -0.032
- orbital gap (eV) = 8.61
- SMILES = C[N+](=O)[O-].CP=O

=====

Most stable = 1

=====

1 | Formula: C2H8N4
Source: the OMol25 dataset
Level of theory: ωB97M-V/def2-TZVPD

Positions of all 14 atoms, in Å:
C 0.130 -1.637 -0.169
N -0.006 -0.206 -0.437
C -0.203 0.759 0.388
N 1.657 0.268 -1.071
N -1.861 -0.066 0.814
N -0.103 1.936 0.732
H 1.461 1.067 -1.676
H 2.235 0.624 -0.304
H -2.065 0.567 1.586
H -2.446 0.156 0.012
H 0.714 2.474 0.472
H 0.886 -2.016 -0.850
H -0.833 -2.104 -0.360
H 0.434 -1.822 0.863

Output
- LUMO level (Ha) = 0.019
- orbital gap (eV) = 9.49

=====

2 | Formula: C2H8N4
Source: the OMol25 dataset
Level of theory: ωB97M-V/def2-TZVPD

Positions of all 14 atoms, in Å:
C 1.357 0.581 -0.074
C 0.136 -0.132 0.116
N -0.957 0.438 0.093
N -0.876 1.941 -0.203
N 0.198 -1.511 -0.004
N -1.076 -2.225 -0.324
H 2.426 -0.029 -0.035
H 1.235 1.283 -0.897
H 1.553 1.269 0.934
H -0.121 2.148 0.643
H -1.803 2.279 0.133
H 0.905 -2.165 -0.488
H -1.531 -1.351 -0.625
H -1.446 -2.528 0.731

Output
- LUMO level (Ha) = 0.033
- orbital gap (eV) = 9.38
- SMILES = C/C(=N\N)NN

=====

Most stable = 2

=====

1 | Formula: C2H15NO4
Source: the OMol25 dataset
Level of theory: ωB97M-V/def2-TZVPD

Positions of all 22 atoms, in Å:
C 1.833 -0.268 2.458
C 0.721 -0.998 1.619
N 0.521 -0.207 0.352
H 1.991 0.826 2.331
H 2.813 -0.687 2.550
H 1.488 -0.208 3.533
H -0.294 -1.053 2.149
H 1.073 -1.974 1.262
H 1.034 -0.651 -0.502
H 1.209 0.604 0.365
O 3.280 -1.986 -1.330
H 2.576 -1.371 -1.512
H 3.185 -2.731 -1.899
O -4.819 0.297 -1.542
H -4.404 0.346 -2.455
H -3.935 0.013 -1.157
O -0.447 1.632 -2.315
H -0.668 2.202 -3.067
H -1.267 1.846 -1.815
O -1.967 1.825 0.291
H -2.752 1.305 0.188
H -1.171 1.237 0.493

Output
- LUMO level (Ha) = 0.015
- orbital gap (eV) = 10.41
- SMILES = CCN.O.O.O.O

=====

2 | Formula: C2H15NO4
Source: the OMol25 dataset
Level of theory: ωB97M-V/def2-TZVPD

Positions of all 22 atoms, in Å:
C 2.701 1.283 -0.045
N 1.794 0.494 -0.941
C 0.448 1.195 -1.047
H 2.389 2.291 -0.209
H 2.529 1.045 0.962
H 3.734 1.052 -0.284
H 1.636 -0.473 -0.537
H -0.330 0.432 -0.912
H 0.191 1.442 -2.065
H 0.295 2.066 -0.420
O -2.967 -1.726 0.472
H -2.271 -1.382 -0.061
H -2.579 -2.175 1.229
O -0.645 2.177 2.589
H -0.287 2.426 1.726
H -0.424 1.223 2.465
O -1.056 -1.457 -2.080
H -1.633 -0.745 -1.762
H -1.686 -1.814 -2.717
O 0.377 -1.523 0.869
H -0.060 -1.443 0.026
H 1.106 -2.126 0.971

Output
- LUMO level (Ha) = 0.009
- orbital gap (eV) = 9.08
- SMILES = CNC.O.O.O.O

=====

Most stable = 1